# C3H10N2O

A cluster of 2 separate species, C3H10N2O in total in a non-equilibrium geometry (ωB97M-V/def2-TZVPD, the OMol25 dataset).

The geometry in XYZ format:
```
16
Properties=species:S:1:pos:R:3:nbo_charge:R:1
C 1.962 -0.542 -0.487 -0.0422
O 0.852 -1.324 -0.105 -0.8797
C 1.938 0.856 0.282 -0.6486
H 2.937 -1.087 -0.271 0.1388
H 1.893 -0.226 -1.506 0.1318
H 2.786 1.082 0.927 0.2017
H 1.801 1.694 -0.419 0.1925
H 1.180 0.873 1.100 0.1858
N -2.853 0.340 -0.435 -0.7674
C -1.996 -0.635 -0.165 0.4022
N -1.193 -0.437 0.819 -0.7901
H -2.869 1.126 0.164 0.3957
H -3.058 0.521 -1.397 0.4047
H -1.816 -1.497 -0.849 0.2266
H -0.001 -0.642 0.689 0.4732
H -1.563 -0.105 1.655 0.3750
```

The molar mass is 90.13 g mol⁻¹. For the total energy, the calculation gives -304.943028 a.u. Its orbital gap is 0.29345 Eh. The energy above the lowest of the compared OMol25 structures with the same formula, charge and spin comes out at 3.5816 eV. Its largest force on an atom is 3.14 eV Å⁻¹.